Run A
{
  "formula": "C6H16N2",
  "method": "ωB97M-V/def2-TZVPD",
  "multiplicity": 2,
  "homo_ev": [-14.80, -14.79],
  "total_charge": 1,
  "symbols": ["H", "H", "N", "C", "H", "H", "N", "H", "H", "C", "H", "H", "H", "C", "H", "H", "C", "H", "H", "H", "C", "C", "H", "H"],
  "coordinates": [[-3.21407, -0.60438, 0.41787], [-0.45708, 1.90891, -0.91008], [-2.33898, 1.57032, -0.07973], [-1.04733, -1.03988, 0.74347], [3.63751, 0.35178, -0.53189], [-0.45223, -1.92427, 0.97559], [0.97998, -0.27505, -0.51038], [0.73053, 1.26078, -3.13358], [-0.82520, -0.41128, -1.29749], [-0.90798, 1.40586, -0.05065], [3.78386, -0.10728, 1.20356], [-0.45580, 1.88336, 0.82565], [3.43312, -1.36113, -0.01738], [-0.39863, -0.07389, -0.34724], [1.53415, -0.95293, 1.36132], [0.61303, 1.94902, -2.88448], [3.29280, -0.31560, 0.25485], [-2.56425, -2.07311, -0.37700], [1.67655, 0.83145, 1.19617], [-1.00986, -0.44955, 1.67182], [1.75469, -0.12856, 0.62811], [-2.50116, -1.42075, 0.49494], [-2.51762, 2.02724, -0.98781], [-2.74605, -2.05109, 1.35435]]
}



Run B
{
  "formula": "C6H16N2",
  "method": "ωB97M-V/def2-TZVPD",
  "multiplicity": 2,
  "homo_ev": [-13.11, -13.10],
  "total_charge": 1,
  "symbols": ["H", "H", "H", "H", "C", "H", "C", "H", "C", "N", "H", "C", "N", "H", "H", "C", "H", "C", "H", "H", "H", "H", "H", "H"],
  "coordinates": [[0.25393, -1.69298, 1.79165], [-1.90086, -0.22265, 1.78709], [0.79301, 0.69972, 1.71025], [0.86459, 0.26035, -1.81143], [0.36589, -1.83490, 0.72010], [1.51233, -1.59951, -3.15471], [-0.92899, 1.14519, 0.39554], [-1.32697, 0.69987, -0.49155], [-1.89853, 0.83814, 1.53144], [-0.79718, 2.53495, 0.04049], [-0.61353, -2.14520, 0.35114], [1.37915, -1.82622, -2.10194], [0.85219, -0.65488, 0.03430], [-0.14790, 3.14167, 0.51917], [1.21112, 1.34398, 0.32070], [0.49680, 0.58024, 0.66427], [-1.66871, 1.38297, 2.44804], [0.59341, -0.71988, -1.41463], [0.95213, -2.81453, -1.92988], [1.01401, -2.69864, 0.55286], [-1.67509, 3.02488, -0.00306], [2.37970, -1.94082, -1.67524], [-0.47364, -0.81483, -1.60768], [-2.88481, 1.15828, 1.19520]]
}



Relative calculated energies, zero for the most stable structure, unit kcal/mol: run A 117.4; run B 0.0.